[1]
{
  "formula": "C6H82N3O37",
  "method": "wB97M-V/def2-TZVPD",
  "charge": 1,
  "homo_ev": -11.709,
  "spin_multiplicity": 1,
  "orbital_gap_ev": 7.439,
  "e_tot_ha": -3225.664334,
  "elements": ["O", "O", "O", "O", "O", "O", "O", "O", "O", "O", "O", "O", "O", "O", "O", "O", "O", "O", "O", "O", "O", "O", "O", "O", "O", "O", "O", "O", "O", "O", "O", "O", "O", "O", "O", "O", "O", "N", "N", "N", "C", "C", "C", "C", "C", "C", "H", "H", "H", "H", "H", "H", "H", "H", "H", "H", "H", "H", "H", "H", "H", "H", "H", "H", "H", "H", "H", "H", "H", "H", "H", "H", "H", "H", "H", "H", "H", "H", "H", "H", "H", "H", "H", "H", "H", "H", "H", "H", "H", "H", "H", "H", "H", "H", "H", "H", "H", "H", "H", "H", "H", "H", "H", "H", "H", "H", "H", "H", "H", "H", "H", "H", "H", "H", "H", "H", "H", "H", "H", "H", "H", "H", "H", "H", "H", "H", "H", "H"],
  "positions_angstrom": [[4.965274, -0.748250, 5.894407], [3.116600, -3.269345, 1.943760], [-4.643567, -5.537802, 3.497942], [-5.896761, 1.300034, -13.557687], [-6.210780, 2.841607, 6.567429], [3.826889, -1.249613, 8.917690], [-0.226022, 1.182630, 8.260484], [5.127522, -2.407848, -4.034393], [-0.773830, -4.516345, -2.840329], [5.088258, -1.117395, 1.175858], [-1.598553, -1.689126, -4.022398], [1.517427, -1.012059, 7.356043], [-4.168345, 4.893229, -0.692725], [-3.648677, 2.104187, 5.059316], [-4.228950, 4.983929, 6.309691], [2.852874, -3.922099, -9.013468], [-0.926177, 0.370488, 3.669625], [-3.729268, 0.724912, 2.443387], [-3.480147, 1.525138, -11.698692], [2.537588, -1.123888, -2.933990], [-1.175152, 2.231864, -6.535814], [-2.707446, 2.721774, -9.011333], [-1.111096, 1.456166, -3.772968], [-3.472558, 3.588279, 1.792719], [-0.749318, 5.254322, 0.625647], [-1.818434, -4.725416, 2.065954], [1.456560, -3.836826, -4.931508], [6.739919, 1.394267, 6.422923], [2.702580, -1.430643, 4.241820], [0.831875, 4.151700, -1.437885], [2.010998, -0.741976, -9.553942], [-1.792315, 4.171172, -3.136478], [5.089455, -3.832258, 6.845634], [-0.686025, -0.394074, 1.582633], [-0.072546, -4.790483, -0.326376], [1.565367, -1.082193, -6.334166], [2.670872, 1.442024, 3.222836], [-0.402535, -1.793215, -1.226505], [1.154391, -1.015890, -2.711184], [1.847871, -1.465234, -0.528886], [-0.567609, 3.053283, 3.116332], [0.847863, -1.429418, -1.445746], [0.513335, -1.178833, 1.613482], [1.594384, -0.606551, 0.639091], [-0.728647, 0.599763, 2.539334], [-0.535933, 2.007039, 2.006602], [6.305783, 2.208368, 6.701455], [-0.108346, 3.959386, 2.742361], [-7.004767, 2.327664, 6.746253], [0.001256, 1.846660, 8.920902], [2.992195, -2.653429, 2.683888], [-2.659453, 4.472443, -3.428671], [1.649333, -2.025742, -6.525707], [-2.788816, 1.703037, 4.891208], [2.111429, -2.416586, -0.266754], [1.743891, -3.228954, -4.243459], [-5.890501, 0.338163, -13.609340], [-3.434894, 2.620835, 1.820149], [-3.254742, 2.072897, -9.471446], [0.001396, 2.675785, 3.958827], [-0.880338, -4.890765, -3.723223], [2.260881, -4.320031, -5.160863], [2.660809, 0.474400, 3.252368], [-2.951751, 0.267148, 2.782220], [0.107856, -4.794262, -2.566772], [-0.633284, 2.996362, -6.760205], [-2.579218, 1.859426, -11.772364], [-4.432313, 5.849978, 5.942470], [4.474549, -1.449475, 0.510909], [-1.099376, 1.447002, 7.951261], [-1.613118, 4.852776, 0.779227], [5.552417, -0.003277, 5.689459], [0.264124, 4.117002, -0.652960], [-3.460949, 2.817245, 5.687607], [-0.950055, -5.130925, -0.107781], [-3.949276, 1.919025, -12.445670], [5.118802, -3.369742, -4.087677], [-1.005131, -1.428751, -0.495896], [4.429111, -2.193775, -3.407948], [2.719997, -0.422419, -3.580063], [-5.723378, 2.320463, 5.917041], [-0.911947, -4.608616, 2.373488], [-0.955084, 6.163219, 0.379649], [0.726355, -1.716961, -3.334066], [2.731125, -3.009095, -9.306346], [-4.225106, -6.058028, 2.802183], [0.643725, -0.744768, 7.051941], [-1.829381, -0.793815, -4.313074], [-1.034545, 2.097049, -5.585989], [-2.450207, -2.089628, -3.813476], [-2.430584, 2.281561, -8.196989], [1.364081, 0.422864, 0.392325], [0.386407, 2.033748, 1.440537], [-0.193428, 1.181142, -3.666445], [3.263976, -1.917089, 8.506191], [-1.576170, 3.298832, 3.406553], [1.743403, -0.344601, 8.014405], [3.592268, -1.239630, 4.584165], [-5.087742, 4.613099, 6.555884], [4.901111, -2.951414, 6.499672], [-0.252865, -3.895026, -0.622191], [1.958876, -4.239695, -8.848565], [-4.684925, 4.205961, -1.125303], [-3.921120, 4.506031, 0.161461], [2.515721, -0.582247, 1.206534], [5.591550, -0.436447, 0.714729], [2.144342, -1.385846, 5.028313], [1.943324, 1.687163, 3.805564], [0.851190, -1.040429, -5.689860], [1.713274, 4.308118, -1.083459], [5.014920, -0.826045, 6.856629], [4.069098, -3.263594, 1.790408], [-0.820652, -2.431062, -1.909513], [-4.368818, 0.020868, 2.289510], [4.221857, -4.222922, 6.993641], [-1.124826, 2.370016, -3.441483], [-1.562408, 4.758722, -2.406670], [2.641911, -0.039688, -9.745331], [2.109290, -0.894977, -8.606612], [4.088514, -1.638147, 9.759574], [-4.204400, 3.809362, 2.381538], [-5.482648, -5.984548, 3.652836], [0.908700, -1.303334, 2.623229], [-1.397907, 2.173542, 1.366987], [-2.351237, -4.698973, 2.871174], [-6.605666, 1.500528, -12.937005], [7.374941, 1.206959, 7.123332], [0.290373, -2.181123, 1.264953]],
  "forces_ev_per_a": [[-0.06, -0.18, -0.12], [-0.12, 0.30, -0.41], [0.13, -0.07, -0.18], [-0.05, 0.00, 0.06], [-0.02, -0.09, -0.12], [0.03, -0.04, -0.03], [-0.09, 0.16, -0.03], [-0.20, -0.07, 0.02], [0.02, 0.33, -0.30], [-0.18, 0.02, -0.14], [0.00, 0.23, 0.02], [0.02, -0.17, -0.37], [0.14, 0.01, -0.05], [0.11, 0.20, 0.29], [-0.05, -0.05, -0.04], [-0.13, 0.16, 0.31], [-0.53, -1.11, 2.53], [0.14, -0.16, -0.26], [0.15, 0.09, -0.06], [-0.03, 0.48, -0.52], [0.23, 0.08, 0.08], [-0.08, -0.23, 0.09], [0.39, -0.27, -0.01], [-0.02, 0.12, -0.18], [-0.24, -0.10, 0.02], [0.00, 0.13, 0.15], [0.03, -0.07, 0.08], [0.02, 0.16, 0.11], [-0.07, 0.06, -0.39], [0.06, -0.45, 0.02], [0.22, -0.26, 0.12], [-0.02, -0.03, 0.01], [-0.21, 0.09, 0.07], [0.07, -0.12, -0.21], [0.28, 0.08, 0.32], [0.22, -0.06, 0.21], [-0.36, -0.12, -0.28], [-0.81, -0.81, -0.47], [0.83, -2.58, 0.45], [0.21, 1.60, 0.61], [0.62, -0.30, -0.41], [0.16, 0.29, -0.39], [0.66, -0.09, -0.49], [-0.07, -0.79, 1.84], [0.80, 1.56, -2.25], [-0.73, -0.33, 0.56], [0.01, -0.03, -0.07], [0.09, 0.21, 0.05], [0.01, 0.13, 0.08], [0.02, -0.06, -0.01], [0.03, -0.10, 0.21], [0.03, -0.06, 0.00], [-0.01, -0.04, 0.15], [-0.06, -0.10, -0.07], [-0.17, 0.00, 0.20], [0.27, -0.05, -0.09], [0.08, 0.05, -0.01], [-0.24, -0.12, 0.13], [0.03, 0.15, -0.19], [-0.02, 0.20, 0.32], [0.02, 0.24, -0.07], [-0.05, 0.01, -0.11], [0.21, -0.05, 0.30], [-0.18, -0.06, 0.19], [-0.17, -0.34, 0.15], [-0.09, -0.03, -0.12], [-0.04, -0.01, 0.10], [0.09, -0.04, 0.02], [0.07, 0.03, -0.03], [0.02, -0.04, 0.04], [-0.13, -0.03, 0.18], [0.04, -0.10, 0.17], [0.06, 0.39, -0.06], [-0.11, 0.17, -0.14], [0.07, -0.11, 0.09], [-0.19, -0.19, 0.04], [0.16, 0.05, -0.03], [0.52, -0.32, 0.53], [0.06, -0.04, 0.06], [0.11, -0.08, -0.08], [0.14, -0.01, -0.02], [0.01, -0.12, -0.09], [0.12, -0.01, -0.05], [-0.97, 0.99, -0.59], [0.01, 0.01, -0.21], [-0.06, -0.02, 0.02], [-0.04, 0.04, 0.23], [0.07, 0.06, 0.10], [-0.25, -0.09, -0.09], [0.08, -0.14, -0.14], [0.07, 0.11, 0.04], [-0.03, 0.02, -0.54], [0.11, 0.05, -0.28], [-0.04, 0.06, 0.07], [-0.05, 0.07, -0.01], [-0.28, -0.08, 0.23], [0.03, 0.00, -0.06], [0.12, 0.08, 0.31], [-0.03, -0.13, 0.03], [0.15, -0.02, -0.15], [-0.10, -0.05, 0.19], [0.03, -0.04, -0.15], [0.00, 0.06, 0.02], [-0.11, -0.13, -0.02], [0.33, 0.10, -0.11], [0.08, -0.03, 0.12], [0.07, -0.01, 0.18], [0.14, 0.09, 0.08], [-0.25, 0.03, -0.37], [-0.03, 0.08, -0.06], [-0.19, 0.14, 0.05], [0.00, -0.08, 0.17], [-0.47, 0.92, -0.57], [-0.07, 0.13, -0.03], [0.08, -0.07, -0.04], [-0.35, 0.32, 0.15], [0.10, -0.10, -0.04], [-0.04, -0.04, -0.07], [-0.20, 0.28, 0.09], [0.09, 0.04, -0.06], [0.13, -0.01, 0.11], [0.03, 0.07, 0.08], [-0.13, 0.36, 0.02], [0.15, 0.02, -0.65], [-0.07, 0.02, -0.07], [0.04, 0.04, -0.04], [0.01, -0.06, -0.09], [-0.38, -0.18, 0.12]]
}

---

[2]
{
  "formula": "C6H8AgLiO6",
  "method": "wB97M-V/def2-TZVPD",
  "e_above_lowest_ev": 2.006,
  "homo_ev": -5.882,
  "spin_multiplicity": 1,
  "orbital_gap_ev": 4.676,
  "e_tot_ha": -839.267952,
  "elements": ["Ag", "O", "O", "O", "O", "O", "O", "C", "C", "C", "C", "C", "C", "Li", "H", "H", "H", "H", "H", "H", "H", "H"],
  "positions_angstrom": [[0.329507, 0.332206, -0.935808], [1.426950, 1.450360, 0.362349], [0.219701, -0.192767, 1.347863], [-2.101326, -2.327413, -1.383182], [-1.060281, -0.473994, -2.002574], [-0.004574, -1.854934, -0.668346], [0.216489, 1.868108, 2.189529], [1.511899, 2.846730, 0.531116], [-1.115676, -1.577198, -1.382161], [0.663489, -1.512954, 1.575078], [1.108158, 0.849474, 1.724545], [0.851743, 3.084700, 1.908433], [-0.117721, -2.417588, 0.643533], [-2.990190, -0.837693, -2.395262], [0.286958, -3.437205, 0.651027], [2.561500, 3.182469, 0.522295], [-1.176498, -2.450639, 0.929446], [1.742684, -1.593744, 1.377681], [0.102881, 3.886085, 1.898881], [0.487668, -1.822753, 2.618124], [1.616980, 3.315782, 2.671378], [0.974162, 3.350235, -0.284222]],
  "forces_ev_per_a": [[2.75, 4.06, 0.28], [0.90, 0.55, 0.18], [-0.53, -0.43, 0.67], [-0.40, 0.36, -0.27], [-2.85, -1.35, -2.74], [-0.25, -1.49, -0.57], [-0.28, -0.01, -0.08], [0.05, 0.64, -0.10], [-0.55, -1.59, 0.71], [0.45, 0.20, 0.22], [0.57, -0.10, 1.07], [0.13, 0.05, 0.19], [-0.43, -0.36, 0.60], [0.62, -0.31, 0.32], [-0.09, 0.24, -0.09], [-0.24, -0.16, 0.00], [0.22, -0.02, -0.15], [-0.22, 0.07, 0.04], [0.15, -0.20, -0.02], [0.03, 0.04, -0.24], [-0.16, -0.08, -0.21], [0.13, -0.12, 0.20]]
}

---

[3]
{
  "formula": "C6H8AlLiO6",
  "method": "wB97M-V/def2-TZVPD",
  "e_above_lowest_ev": 1.450,
  "charge": 2,
  "homo_ev": -17.716,
  "spin_multiplicity": 1,
  "orbital_gap_ev": 5.951,
  "e_tot_ha": -934.176117,
  "elements": ["Al", "O", "O", "O", "O", "O", "O", "C", "C", "C", "C", "C", "C", "Li", "H", "H", "H", "H", "H", "H", "H", "H"],
  "positions_angstrom": [[-1.080353, 0.510267, 2.135049], [0.369832, -0.513372, 2.129667], [1.919444, 0.344020, 0.719524], [-0.180111, -0.145085, -0.083720], [-1.104510, 1.895185, -0.614621], [-2.566351, 0.292566, 0.289194], [1.264174, -1.781260, 0.511813], [-1.876774, 1.361710, -1.707092], [0.813648, -0.480513, 0.874392], [-0.994540, 0.925745, 0.310804], [-3.013614, 0.595082, -1.011975], [2.483634, -1.676442, -0.229172], [2.658362, -0.161963, -0.381122], [0.872925, -2.323434, 2.398654], [-2.236012, 2.208727, -2.301773], [3.697575, 0.165745, -0.285740], [-3.919753, 1.216999, -0.944076], [2.238612, 0.205929, -1.328391], [3.291398, -2.133429, 0.356667], [2.377133, -2.194311, -1.188849], [-1.252446, 0.693210, -2.314892], [-3.224983, -0.329567, -1.573598]],
  "forces_ev_per_a": [[-0.24, -0.07, 0.04], [-1.92, 0.33, 2.26], [-1.27, 0.06, 1.16], [-0.57, 0.69, 1.02], [1.01, -0.68, 2.01], [3.25, 0.41, 1.95], [-1.39, 0.24, 1.17], [-0.45, -0.11, -0.44], [3.53, -0.60, -3.42], [-2.71, 0.40, -4.44], [-1.08, -0.01, -1.11], [1.01, -0.03, -0.55], [0.45, -0.19, -0.80], [0.42, -0.61, -0.11], [0.22, -0.23, 0.23], [-0.30, -0.04, 0.02], [0.31, -0.27, 0.03], [0.11, -0.07, 0.28], [-0.23, 0.11, -0.17], [-0.03, 0.12, 0.31], [-0.08, 0.23, 0.22], [-0.03, 0.32, 0.34]]
}

---

[4]
{
  "formula": "C6H8Br2Cl12",
  "method": "wB97M-V/def2-TZVPD",
  "e_above_lowest_ev": 0.870,
  "homo_ev": -10.257,
  "spin_multiplicity": 1,
  "orbital_gap_ev": 10.511,
  "e_tot_ha": -10903.702377,
  "elements": ["Br", "Br", "Cl", "Cl", "Cl", "Cl", "Cl", "Cl", "Cl", "Cl", "Cl", "Cl", "Cl", "Cl", "C", "C", "C", "C", "C", "C", "H", "H", "H", "H", "H", "H", "H", "H"],
  "positions_angstrom": [[3.089745, 0.179172, -2.688158], [3.719844, -2.694990, 0.872341], [-3.412911, -1.879552, -2.192182], [1.034250, -3.018071, 3.006141], [0.282652, 3.130886, 1.155336], [-0.787491, 1.102849, 2.901038], [-1.488728, -3.464125, 3.932208], [-1.062852, -3.667144, 1.041344], [0.643252, 0.302309, 0.549180], [-1.781381, -1.211949, -4.521543], [-3.233380, 3.540566, 0.865883], [-1.958725, 5.579318, 2.242665], [-1.430266, 0.247339, -1.989615], [-4.011175, 6.329884, 0.257373], [-2.731902, 5.222750, 0.634548], [-0.608552, -2.749850, 2.542584], [4.023779, -1.208296, -1.592013], [3.021772, -2.033055, -0.847052], [-0.451483, 1.505129, 1.250014], [-1.796856, -1.305850, -2.721795], [-1.297222, 1.530583, 0.562862], [4.697334, -0.779341, -0.850098], [-2.000753, 5.201414, -0.173578], [4.640529, -1.897416, -2.168931], [-1.036104, -2.045553, -2.472374], [2.521908, -2.830620, -1.396727], [-0.777460, -1.691587, 2.343483], [2.192176, -1.394798, -0.542933]],
  "forces_ev_per_a": [[0.77, -0.95, 0.57], [0.17, -0.05, -0.81], [0.72, 0.11, -0.06], [1.03, 0.32, -0.49], [-0.01, -0.31, -0.04], [-0.51, -0.09, 0.27], [-0.81, 0.70, -0.46], [0.28, 0.60, 0.56], [0.27, -0.05, 0.23], [0.06, 0.11, 0.65], [-0.74, -0.26, -0.61], [-0.09, 0.70, -0.89], [-0.04, -0.13, -0.30], [-0.14, -0.02, -0.02], [0.83, -0.69, 1.18], [-0.39, -1.28, 0.11], [0.47, -0.53, 0.20], [-1.66, 0.46, 0.76], [0.73, 0.47, -0.92], [-0.61, -0.33, -0.72], [-0.25, -0.08, 0.71], [-0.24, 0.71, -0.36], [0.01, 0.32, 0.38], [-0.09, 0.53, -0.66], [-0.26, 0.25, 0.25], [0.62, -0.23, -0.01], [-0.29, -0.28, 0.35], [0.18, -0.01, 0.14]]
}